A cluster of 2 separate species, C6H5FNO2 in total at a distorted geometry, computed with ωB97M-V with the def2-TZVPD basis set.

Computed properties:
F_max ... 3.13 eV Å⁻¹
Energy above the lowest of the compared OMol25 structures with the same formula, charge and spin ... 100.96 kJ/mol
LUMO ... 0.14773 hartree
M ... 142.1 g mol⁻¹
Total charge ... -1
E ... -536.727740 Ha
HOMO-LUMO gap ... 6.31 eV

The geometry in XYZ format:
```
15
Properties=species:S:1:pos:R:3:forces:R:3
F -1.5923 0.9063 -1.6880 0.5016 0.0909 -0.7553
O -3.4910 -0.9176 -0.2974 -0.4755 -0.4132 0.0509
O -2.3754 -0.8245 1.7135 0.4297 -0.5553 2.3800
N 0.1871 0.3654 -0.2576 0.3587 2.3984 1.5351
C 2.2072 0.0557 0.6103 -0.0852 0.6632 0.7026
C 1.9698 -0.8956 -0.3646 0.3915 -0.8510 -0.5247
C 1.0972 0.8588 0.6859 -1.3767 0.5536 -1.2779
C 0.7220 -0.6741 -0.8805 -1.1784 -0.4378 -0.7530
C -1.1910 0.7746 -0.3564 -2.0323 1.1308 2.0948
C -2.7884 -0.7546 0.6357 0.5401 1.3907 -2.6510
H 2.6795 -1.6337 -0.6250 0.3596 -0.7701 -0.4061
H 0.0000 -1.0718 -1.5801 0.7527 -0.8412 -0.2746
H -1.3785 1.8516 0.1281 1.0102 -2.0464 -0.8717
H 3.0740 0.0999 1.2224 0.5747 0.2283 0.3024
H 0.8798 1.8597 1.0537 0.2293 -0.5407 0.4487
```
Forces are in eV/Å.